# 1
C3H2CdFLiO3 as an isolated structure at a distorted geometry. Source: the OMol25 dataset; level of theory: wB97M-V/def2-TZVPD.

Geometry as XYZ:
```
11
Properties=species:S:1:pos:R:3:mulliken_charge:R:1
O 1.02 -1.74 0.90 -0.5165
C 1.81 -1.17 0.26 0.6059
C -1.13 0.93 1.15 0.9772
O -0.14 1.15 0.41 -0.4819
O 2.75 -0.67 -0.19 -0.1614
C -1.21 0.49 2.44 -1.6333
Li -0.66 -1.60 1.94 0.9000
F -2.33 1.07 0.50 -0.2339
H -2.19 0.38 2.91 0.3831
H -0.32 0.61 3.07 0.4043
Cd 1.80 1.93 0.68 -0.2435
```

Computed properties:
Gap between HOMO and LUMO: 5.0 eV
Energy: -16772.343 eV


# 2
A 6-piece molecular cluster, C6H24N12O6 overall at a distorted geometry. Source: the OMol25 dataset; level of theory: wB97M-V/def2-TZVPD.

Geometry as XYZ:
```
48
Properties=species:S:1:pos:R:3:mulliken_charge:R:1
N 4.17 -4.55 -0.59 -0.4407
C 4.62 -3.51 0.22 0.3909
N 3.48 -2.82 0.76 -0.3911
O 5.76 -3.28 0.45 -0.5837
H 4.79 -4.84 -1.33 0.2466
H 3.21 -4.58 -0.87 0.4286
H 2.72 -3.43 0.94 0.1958
H 3.71 -2.55 1.76 0.2859
N 0.58 3.58 -0.31 -0.3100
C 0.06 4.15 0.80 0.5925
N 0.83 4.16 1.93 -0.3595
O -1.09 4.54 0.80 -0.8337
H 1.48 3.11 -0.25 0.2626
H -0.08 3.57 -1.06 0.1934
H 0.45 4.69 2.72 0.2326
H 1.79 3.85 1.82 0.2036
N -4.57 -0.69 -1.12 -0.3088
C -3.28 -0.99 -0.90 0.4990
N -2.54 0.04 -0.31 -0.2571
O -2.85 -2.11 -1.24 -0.7818
H -5.21 -1.43 -1.43 0.2208
H -5.04 0.20 -1.00 0.1529
H -1.67 -0.27 0.09 0.1872
H -3.01 0.70 0.23 0.2487
N -3.81 3.78 -1.17 -0.3608
C -4.22 3.01 -0.08 0.5384
N -3.39 2.92 1.00 -0.3609
O -5.31 2.45 -0.04 -0.6899
H -3.16 4.48 -1.24 0.1977
H -4.53 3.82 -1.89 0.2137
H -2.53 3.50 0.97 0.3112
H -3.70 2.43 1.82 0.1959
N -0.82 -4.13 -0.17 -0.3234
C 0.20 -3.63 -0.92 0.4578
N -0.12 -2.58 -1.74 -0.3227
O 1.32 -4.08 -0.87 -0.8127
H -1.79 -3.96 -0.37 0.2283
H -0.63 -4.89 0.49 0.1935
H 0.61 -2.39 -2.38 0.1797
H -1.13 -2.26 -1.74 0.3208
N 3.92 0.50 1.54 -0.3969
C 3.01 1.02 0.65 0.4590
N 2.07 0.13 0.34 -0.2094
O 3.09 2.15 0.24 -0.7280
H 4.56 1.21 1.90 0.2229
H 4.36 -0.42 1.51 0.1953
H 2.33 -0.84 0.44 0.1726
H 1.35 0.29 -0.40 0.2434
```

Computed properties:
Gap between HOMO and LUMO: 10.5 eV
Energy above the lowest of the compared OMol25 structures with the same formula, charge and spin: 35.46 kJ/mol
Energy: -36784.408 eV


# 3
C23H31N3O2STi as an isolated structure at a distorted geometry. Source: the OMol25 dataset; level of theory: wB97M-V/def2-TZVPD.

Geometry as XYZ:
```
61
Properties=species:S:1:pos:R:3:mulliken_charge:R:1
Ti -0.13 0.22 -0.46 -1.0325
C -1.21 2.57 -2.13 -1.4293
N -1.28 1.10 -2.25 0.7273
C -2.71 0.70 -2.25 -0.9816
C -3.19 0.37 -0.84 -0.3179
C -2.80 -1.06 -0.48 -1.0846
N -1.36 -1.27 -0.56 1.4456
C -0.96 -2.54 -0.70 -1.3002
C 0.37 -3.00 -0.55 1.4341
C 0.68 -4.37 -0.73 -0.9797
C 1.96 -4.85 -0.63 -0.6564
C 3.01 -3.97 -0.35 -0.5642
C 2.74 -2.63 -0.12 -0.4771
C 1.44 -2.13 -0.18 0.0228
O 1.21 -0.85 0.09 -0.1082
C -0.54 0.63 -3.44 -0.9865
C 0.82 0.02 -3.08 0.1648
C 1.77 1.03 -2.43 -1.1733
N 1.25 1.38 -1.14 0.8656
C 2.02 1.99 -0.22 -1.0610
C 1.55 2.35 1.07 1.4980
C 2.40 3.03 1.97 -1.0498
C 1.98 3.45 3.21 -0.6986
C 0.67 3.22 3.61 -0.5203
C -0.20 2.55 2.76 -0.4200
C 0.21 2.08 1.52 -0.0722
O -0.67 1.39 0.76 -0.2915
H -1.70 3.05 -2.99 0.4316
H -0.18 2.90 -2.09 0.3386
H -1.70 2.89 -1.21 0.3615
H -2.84 -0.19 -2.87 0.4189
H -3.33 1.49 -2.70 0.3318
H -4.27 0.48 -0.76 0.5427
H -2.73 1.07 -0.14 -0.0399
H -3.32 -1.75 -1.15 0.4830
H -3.14 -1.28 0.54 0.3254
H -1.72 -3.29 -0.92 0.2279
H -0.14 -5.05 -0.95 0.4106
H 2.16 -5.90 -0.78 0.3939
H 4.03 -4.33 -0.31 0.4197
H 3.54 -1.94 0.13 0.4599
H -0.40 1.45 -4.15 0.2790
H -1.12 -0.15 -3.94 0.5152
H 1.27 -0.39 -3.99 0.5764
H 0.67 -0.82 -2.37 -0.2122
H 1.84 1.92 -3.09 0.2992
H 2.78 0.60 -2.36 0.5280
H 3.05 2.25 -0.48 0.2713
H 3.42 3.21 1.65 0.3811
H 2.67 3.95 3.87 0.3792
H 0.32 3.55 4.58 0.4263
H -1.22 2.35 3.06 0.3122
C -2.15 -0.66 3.53 -0.8034
S -0.95 -1.65 2.59 0.0951
C 0.59 -1.02 3.32 -0.5691
H -3.00 -1.30 3.79 0.3880
H -2.49 0.18 2.94 0.0703
H -1.68 -0.31 4.45 0.3848
H 0.65 0.06 3.20 -0.0081
H 1.40 -1.49 2.77 0.1308
H 0.63 -1.30 4.37 0.4971
```

Computed properties:
Gap between HOMO and LUMO (alpha / beta): 5.5 / 8.0 eV
⟨S²⟩: 2.057
Spin multiplicity: 3
Energy: -66870.887 eV


Number 2 is which compound? C6H24N12O6